Molecular formula: C27H66N3O30P7S
Method: DFT, ωB97M-V/def2-TZVPD

Cartesian coordinates (Å):
S 2.525 4.470 4.441
P -4.948 -0.494 -0.639
P -3.600 3.646 8.223
P 9.673 -3.385 1.720
P -7.255 4.047 -5.930
P 3.208 -4.700 1.638
P -0.408 -0.014 -6.775
P 3.870 -1.307 -2.504
O 1.186 -0.028 -6.906
O 10.942 -3.148 2.670
O 3.210 0.392 5.947
O -6.984 4.435 -4.518
O -6.481 4.950 -7.038
O -8.606 4.959 -6.202
O 3.960 0.031 3.925
O -4.543 2.577 8.968
O 1.981 -4.917 0.518
O 3.532 -6.125 1.892
O -6.444 -0.955 -0.243
O 9.025 -2.069 1.589
O -6.062 2.923 -6.070
O -0.616 -1.184 -7.864
O -0.842 1.316 -7.231
O 2.713 -2.425 -2.409
O -2.916 5.105 8.390
O 10.573 -3.810 0.453
O 4.543 -0.129 -1.633
O -4.197 0.485 -1.658
O -4.859 4.278 7.429
O 4.948 -1.936 -3.282
O -4.824 0.525 0.602
O -2.691 2.849 7.386
O 4.438 -3.934 2.354
O -1.559 -0.582 -5.800
O 2.946 -0.293 -3.344
O 2.136 -4.118 2.700
O -4.081 -1.678 -0.508
O 8.547 -4.494 1.419
N 0.981 4.144 4.190
N 3.944 -0.416 4.992
N 3.070 3.076 5.023
C 1.907 -1.222 -6.519
C 7.438 -4.571 2.344
C -9.807 4.614 -5.487
C 11.795 -4.266 2.997
C 5.508 -0.507 -0.625
C -1.779 0.125 -4.559
C -0.380 2.079 4.505
C 10.022 -3.698 -0.858
C 3.559 0.714 -4.150
C 0.803 2.862 4.536
C 2.030 0.915 5.450
C 1.486 -2.137 -1.698
C -6.530 6.372 -6.962
C -4.633 4.979 6.208
C 4.426 -2.482 2.324
C 0.948 -4.857 2.980
C 2.003 2.268 5.017
C -0.305 0.793 4.905
C -5.564 3.043 9.875
C -4.828 1.750 -1.987
C -5.892 2.194 -7.306
C 0.895 0.186 5.392
C -4.911 0.016 1.931
C 2.362 -5.457 -0.759
C -1.874 -1.307 -8.519
C -7.088 -1.919 -1.102
C -1.663 5.176 9.102
H 2.589 -6.517 -0.656
H 6.454 -0.757 -1.099
H -6.341 3.577 9.330
H -6.681 -2.910 -0.910
H 6.757 -3.750 2.159
H -5.596 6.749 -7.374
H -6.632 6.709 -5.931
H 7.782 -4.541 3.378
H -1.690 4.588 10.017
H -5.513 4.842 5.584
H 0.909 -1.369 -2.210
H -6.816 1.698 -7.603
H -5.942 0.058 2.281
H 1.650 -1.507 -5.499
H 5.369 -2.129 2.733
H 12.515 -3.919 3.733
H -1.490 6.218 9.359
H 4.534 0.398 -4.522
H -9.731 4.957 -4.456
H -0.837 0.357 -4.065
H -6.958 -1.665 -2.153
H 11.223 -5.088 3.426
H -4.503 6.043 6.405
H -1.287 2.554 4.160
H 0.141 -4.533 2.325
H 3.665 1.638 -3.582
H 0.880 -0.845 5.713
H -8.149 -1.910 -0.868
H -0.857 4.821 8.461
H 4.331 -2.117 1.303
H 5.645 0.346 0.034
H 6.920 -5.511 2.174
H 3.229 -4.927 -1.148
H -4.244 2.222 -2.772
H 2.968 -0.997 -6.560
H -1.199 0.187 4.858
H -5.143 3.686 10.648
H 1.697 -1.812 -0.679
H -4.298 0.653 2.565
H 1.534 -5.332 -1.453
H -5.129 1.439 -7.133
H -2.368 -0.339 -8.609
H 9.556 -4.639 -1.150
H -5.555 2.862 -8.098
H -3.758 4.591 5.686
H -10.638 5.116 -5.977
H 12.328 -4.608 2.111
H 5.159 -1.351 -0.037
H -4.542 -1.008 1.986
H 0.901 -3.051 -1.654
H 1.114 -5.927 2.863
H -6.000 2.168 10.349
H 1.692 -2.040 -7.204
H -4.843 2.407 -1.119
H 3.612 -2.101 2.930
H 2.901 0.901 -4.996
H -2.329 1.046 -4.752
H -7.358 6.754 -7.560
H -5.840 1.591 -2.354
H -1.688 -1.709 -9.513
H -9.988 3.541 -5.504
H 9.293 -2.891 -0.913
H -2.367 -0.517 -3.909
H -2.514 -2.001 -7.973
H 10.843 -3.487 -1.540
H 0.672 -4.645 4.011

Results
E_tot = -6277.628322 Ha
Orbital gap = 7.63 eV
Multiplicity = 1